This record from the Open Molecules 2025 dataset describes a 12-piece molecular cluster, C72H60F7N5O10 overall at a distorted geometry. The level of theory is wB97M-V/def2-TZVPD.

XYZ file:
```
154
Properties=species:S:1:pos:R:3:forces:R:3:mulliken_charge:R:1
O -0.24938 -3.27212 2.24633 -0.1 0.5 0.7 -0.428
N -0.16592 -4.43016 1.92282 0.3 -0.7 -1.7 0.995
O 0.90343 -5.01926 1.75248 -1.5 0.2 0.4 -0.638
C -1.49031 -5.08854 1.49112 1.6 0.9 0.8 0.369
C -2.66525 -4.54116 1.98904 0.2 -1.7 -0.9 -0.660
C -3.82736 -5.20966 1.65358 -0.9 0.3 0.3 -0.493
C -3.82289 -6.31821 0.81447 0.0 -0.3 0.1 -0.683
C -2.61504 -6.80784 0.36361 1.3 0.1 -1.3 -0.504
C -1.39239 -6.14953 0.63470 -1.1 -0.7 0.8 -0.505
H -2.65373 -3.71811 2.63472 0.0 1.1 0.8 0.704
H -4.78577 -4.87519 2.06009 0.4 0.0 -0.1 0.539
H -4.76136 -6.81988 0.54165 0.5 0.3 0.2 0.417
H -2.54738 -7.64574 -0.32731 -0.3 0.0 0.2 0.367
H -0.40797 -6.50093 0.34380 -0.3 0.0 -0.2 0.533
O -1.56638 5.01888 -1.37980 0.9 -0.2 -0.9 -0.631
N -0.35502 5.04272 -1.58189 0.2 0.4 2.0 1.081
O 0.23216 4.89817 -2.63402 -0.6 0.0 0.4 -0.582
C 0.47811 5.29828 -0.31370 -0.9 -1.0 0.1 0.066
C -0.01491 4.99659 0.95330 -1.1 -0.1 -1.4 -0.065
C 0.78694 5.19796 2.04764 -1.2 -0.2 1.3 -0.363
C 2.05507 5.67703 1.90231 1.4 2.1 0.8 -0.162
C 2.48859 6.13314 0.62740 1.0 -0.9 2.7 -0.878
C 1.73836 5.80975 -0.43417 -0.4 0.8 -3.1 -0.236
H -1.03409 4.65110 1.07892 0.1 0.0 -0.1 0.422
H 0.29702 5.10566 3.04938 0.8 -0.3 -0.9 0.269
H 2.59560 5.92339 2.85975 -0.2 -0.4 -1.4 0.330
H 3.43042 6.64206 0.46516 0.0 -0.1 0.3 0.410
H 2.07890 6.10327 -1.42754 0.0 -0.2 0.1 0.342
O 4.89967 4.58711 -1.88478 0.1 -0.1 0.3 -0.641
N 4.39481 3.66049 -2.47676 0.3 -0.5 -1.1 1.194
O 3.22157 3.34912 -2.42971 0.1 -0.1 0.2 -0.489
C 5.26199 2.90487 -3.44533 0.6 -0.4 -0.5 0.119
C 4.65823 2.11865 -4.44573 0.4 -0.1 -1.3 -0.124
C 5.42941 1.56695 -5.52517 0.7 1.5 2.9 -0.809
C 6.79701 1.78461 -5.45349 -0.9 -0.3 0.1 -0.548
C 7.38290 2.52591 -4.45820 -0.7 0.4 0.9 -0.627
C 6.67330 3.08057 -3.41756 -1.8 0.1 -0.3 -0.482
H 3.59374 1.95240 -4.54477 -0.1 0.3 0.6 0.461
H 5.04317 1.01324 -6.34059 -0.7 -0.4 -0.4 0.562
H 7.42373 1.29173 -6.13147 0.8 -0.4 -1.2 0.433
H 8.40248 2.75256 -4.44873 1.6 -0.1 -0.2 0.459
H 7.20176 3.66747 -2.67687 -0.4 0.0 0.1 0.466
O 2.69021 0.92601 5.04342 -1.0 2.9 0.5 -0.540
N 2.32760 2.12260 5.22347 0.9 -1.6 0.0 0.908
O 2.83872 3.09022 4.66304 -0.8 -1.1 0.7 -0.535
C 1.18001 2.37013 6.18173 -0.8 -0.5 -0.4 -0.095
C 0.40470 3.48730 5.96076 0.1 0.0 0.0 -0.054
C -0.81384 3.62745 6.63419 0.5 2.4 -1.2 -0.453
C -1.27302 2.75002 7.54457 1.2 -2.4 1.0 -0.647
C -0.45388 1.60676 7.82454 0.7 0.5 -1.3 -0.523
C 0.73322 1.39293 7.10587 -0.9 2.7 -0.9 -0.454
H 0.70664 4.24835 5.25762 0.1 -0.1 -0.1 0.478
H -1.34707 4.57383 6.42614 0.1 -0.8 0.1 0.344
H -2.20449 2.91757 8.03652 -0.4 -0.1 0.3 0.484
H -0.66993 0.80346 8.49888 -0.7 0.0 0.4 0.467
H 1.32705 0.55263 7.15949 0.9 -1.9 0.6 0.607
O -3.23599 -4.01502 -5.48055 -0.4 -0.1 -0.5 -0.651
N -3.53672 -3.37174 -4.51144 -0.3 1.4 2.2 1.250
O -4.50474 -2.61906 -4.34037 0.5 -1.3 -1.5 -0.636
C -2.63625 -3.38971 -3.32926 0.3 0.6 -0.3 -0.780
C -2.92472 -2.51087 -2.30691 -0.9 0.5 0.3 0.107
C -2.09480 -2.40222 -1.21251 -0.5 0.8 0.9 0.755
C -0.92307 -3.10567 -1.17621 0.3 -0.3 -0.8 -0.197
C -0.59401 -3.92873 -2.24907 -0.8 0.4 -0.1 -1.121
C -1.43787 -4.05894 -3.35827 0.1 -0.2 1.4 -0.987
H -3.79734 -1.87200 -2.38909 0.1 -0.2 0.1 0.330
H -2.30862 -1.74243 -0.34997 -0.1 -0.3 -0.9 -0.040
H -0.25205 -2.93137 -0.36185 0.4 -0.2 0.4 0.394
H 0.31221 -4.45741 -2.16692 1.0 -0.7 -0.3 0.781
H -1.21675 -4.70261 -4.16491 0.3 -0.6 -0.8 0.733
F -3.26971 0.64071 -6.76860 -0.9 0.1 -0.7 -0.393
C -2.33712 0.22262 -5.92486 0.2 -0.3 -0.3 0.636
C -1.91669 -1.09513 -6.01308 -0.3 -0.8 -0.6 -0.602
C -0.92247 -1.61895 -5.24039 1.4 1.9 1.0 -0.583
C -0.29673 -0.69597 -4.35628 -1.0 -0.1 -0.4 -0.519
C -0.72833 0.61941 -4.26676 -0.4 0.0 -1.1 -0.156
C -1.76733 1.13173 -5.10474 1.8 -0.4 1.7 -1.128
H -2.31111 -1.73227 -6.77056 -0.7 -0.2 -0.5 0.445
H -0.48168 -2.60056 -5.36999 -0.4 0.0 -0.1 0.533
H 0.53685 -0.97458 -3.76236 0.6 -0.4 0.5 0.791
H -0.16761 1.29142 -3.64248 0.0 0.3 0.2 0.590
H -2.00431 2.18296 -5.10158 -0.3 0.0 0.0 0.536
F -5.20302 2.83881 1.14539 0.6 -0.8 -1.6 -0.412
C -4.82319 2.23199 -0.07086 -0.6 1.4 0.3 0.602
C -3.85675 2.86054 -0.85370 0.8 -0.3 2.1 -0.585
C -3.44383 2.22134 -2.00500 0.1 0.0 -0.2 0.229
C -4.09735 1.07240 -2.46491 -1.3 -0.2 0.1 -0.366
C -5.18212 0.52794 -1.72616 0.1 0.3 0.5 -0.511
C -5.55100 1.14905 -0.50426 -0.1 -0.2 -0.1 -0.600
H -3.27909 3.67299 -0.36524 -0.6 -0.4 -0.8 0.199
H -2.57063 2.64297 -2.50735 -0.4 -0.2 -0.2 0.339
H -3.90178 0.70973 -3.47720 0.3 -0.2 0.5 0.334
H -5.75413 -0.38317 -2.02802 0.6 1.0 -0.1 0.400
H -6.42728 0.91539 0.11785 0.5 -0.5 -0.5 0.405
F -7.36058 -2.74039 3.93072 0.4 0.6 -0.8 -0.340
C -6.87016 -2.67918 2.64943 -0.6 -1.4 0.6 0.445
C -5.74789 -1.95866 2.33981 0.1 1.2 1.6 -0.778
C -5.12881 -2.16563 1.13724 0.1 0.0 -1.0 0.397
C -5.67598 -3.00680 0.16706 0.5 0.2 0.4 -0.479
C -6.82971 -3.66164 0.49459 -0.8 -0.1 0.1 -0.688
C -7.42210 -3.55167 1.73891 1.4 0.9 0.2 -0.790
H -5.38731 -1.24629 3.10377 0.1 -0.6 -0.6 0.280
H -4.19980 -1.67851 0.93442 0.4 0.4 -0.1 0.561
H -5.15873 -3.25208 -0.75526 -0.1 0.4 0.0 0.420
H -7.34202 -4.28356 -0.19191 -0.1 -0.8 -0.8 0.438
H -8.10876 -4.25874 2.06961 -1.6 -0.8 0.3 0.482
F 2.70830 -3.43774 -0.41667 0.0 0.2 -0.8 -0.367
C 3.09795 -2.79568 -1.55446 0.1 -0.8 -0.5 0.018
C 3.08973 -1.41347 -1.55550 -0.2 -1.3 1.2 0.434
C 3.64934 -0.79386 -2.63806 0.2 -0.6 -1.4 0.066
C 4.10997 -1.52924 -3.75644 -0.8 0.2 0.9 -0.672
C 3.94465 -2.91296 -3.79294 0.5 0.3 -1.4 -0.610
C 3.47666 -3.55332 -2.68377 -1.0 -1.2 1.8 -0.445
H 2.67413 -0.95371 -0.65319 0.3 0.3 -0.5 0.419
H 3.65526 0.26358 -2.62921 0.2 1.0 -0.3 0.098
H 4.49071 -1.01842 -4.61214 0.2 0.3 -0.4 0.388
H 4.15980 -3.49904 -4.72457 0.0 0.7 1.1 0.335
H 3.33612 -4.65892 -2.67453 0.2 1.0 0.1 0.395
F -0.84833 -0.80939 0.99857 -0.8 0.1 -0.4 0.143
C -0.04059 0.22227 0.62057 0.1 -2.0 1.1 0.125
C 0.82080 0.55927 1.64530 1.0 1.0 0.7 -0.327
C 1.79619 1.51905 1.39375 0.0 -0.1 -0.3 -0.599
C 1.85263 2.05628 0.10851 -0.9 -0.5 -0.1 -0.257
C 0.98062 1.61735 -0.90709 0.4 1.2 -0.8 -0.251
C 0.01666 0.61995 -0.68762 0.2 1.3 -0.7 -0.155
H 0.77626 0.12370 2.65587 -0.3 -0.1 -0.8 0.595
H 2.52142 1.83774 2.15639 -0.5 -0.2 -0.3 0.451
H 2.52679 2.85958 -0.06983 0.5 0.4 -0.4 0.515
H 1.03671 2.16583 -1.89811 0.0 -0.9 1.2 -0.250
H -0.66528 0.32557 -1.51167 0.4 -0.1 1.0 -0.064
F 9.22828 1.35614 1.09924 0.1 0.3 0.6 -0.339
C 7.95651 1.31405 0.66822 -0.2 1.9 0.1 0.432
C 7.07608 2.38673 0.89635 0.7 -0.6 0.5 -1.010
C 5.81053 2.29334 0.34615 -0.7 0.8 1.0 -0.062
C 5.42019 1.18535 -0.38369 0.4 0.1 -0.5 0.163
C 6.35649 0.21823 -0.69894 0.3 -0.4 0.0 -0.207
C 7.63633 0.28811 -0.13864 0.5 -2.1 -1.3 -0.566
H 7.37450 3.19518 1.56508 -0.1 -0.1 -0.4 0.450
H 5.07192 3.08394 0.57605 0.5 -0.5 -0.2 0.434
H 4.41639 1.12428 -0.75666 -0.3 0.0 -0.1 -0.091
H 6.10782 -0.57370 -1.40483 0.0 0.0 0.3 0.412
H 8.47302 -0.44443 -0.33625 -1.3 0.7 0.1 0.340
F -0.91335 -2.42212 7.20096 -0.5 0.5 -0.7 -0.392
C -1.61495 -1.65155 6.30257 0.6 -0.4 0.0 0.143
C -1.33998 -1.74822 4.94788 -0.7 0.6 1.3 -0.527
C -2.06659 -0.96737 4.09219 -0.8 0.0 0.5 -0.145
C -3.09329 -0.17925 4.54806 -1.2 1.5 1.1 -0.777
C -3.38946 -0.02901 5.92599 0.4 -1.0 -0.5 -0.756
C -2.58911 -0.81662 6.78183 -1.6 0.8 0.4 -0.450
H -0.70682 -2.45860 4.54458 1.6 -1.2 -0.4 0.845
H -1.94678 -1.05055 3.05066 0.4 -0.1 -1.1 0.561
H -3.69591 0.33467 3.81238 -0.1 0.2 0.0 0.692
H -4.26973 0.54825 6.35219 1.4 -0.7 -0.8 0.394
H -2.88875 -0.84835 7.82066 0.4 0.0 0.2 0.429
```
Positions in Å, forces in eV/Å.

As for the orbital gap: 8.49 eV. The total energy is -122568.9996 eV. As for the total charge: 0. The highest occupied orbital energy is -0.3383 Ha. As for the LUMO energy: -0.7 eV. Its SMILES is O=[N+]([O-])c1ccccc1.O=[N+]([O-])c1ccccc1.O=[N+]([O-])c1ccccc1.O=[N+]([O-])c1ccccc1.O=[N+]([O-])c1ccccc1.Fc1ccccc1.Fc1ccccc1.Fc1ccccc1.Fc1ccccc1.Fc1ccccc1.Fc1ccccc1.Fc1ccccc1.